Density functional theory data (ωB97M-V/def2-TZVPD) for C47H37BrN6O4S2Zn as an isolated structure.

Values from the calculation:
lowest unoccupied orbital energy: -1.42 eV
orbital gap: 6.993 eV
E_HOMO: -8.41 eV

Positions of all 98 atoms, in Å:
Zn  -0.1472  0.0665  0.2138
O  2.2628  -0.4049  3.1798
C  1.4428  -0.5046  2.2844
O  1.4790  0.0885  1.1631
C  0.2695  -1.4705  2.5089
C  0.2456  -2.2126  3.7060
C  -0.7735  -3.0944  3.9252
C  -1.7749  -3.2419  2.9420
C  -2.8666  -4.1221  3.0903
C  -3.8172  -4.2340  2.1146
C  -3.7063  -3.4726  0.9449
C  -2.6593  -2.6102  0.7722
C  -1.6679  -2.4570  1.7602
N  -0.6430  -1.5854  1.5726
H  1.0429  -2.0451  4.4134
H  -0.8267  -3.6753  4.8359
H  -2.9386  -4.7024  3.9972
H  -4.6546  -4.9031  2.2408
H  -4.4608  -3.5687  0.1796
H  -2.5829  -2.0240  -0.1253
S  -1.9086  -0.4429  -1.6146
C  -1.0145  -0.8846  -2.9522
N  -1.5364  -0.7225  -4.1847
C  -0.6990  -0.8359  -5.3531
C  0.2472  -2.0103  -5.1747
N  0.9721  -1.8643  -3.9349
C  2.3377  -2.3607  -3.9310
C  2.4322  -3.8367  -4.2352
C  1.9695  -4.7770  -3.3206
C  2.0712  -6.1287  -3.5978
C  2.6414  -6.5582  -4.7850
C  3.1129  -5.6280  -5.6943
C  3.0089  -4.2754  -5.4202
C  0.3425  -1.4424  -2.8238
S  1.0809  -1.6197  -1.3396
C  -2.9135  -0.3286  -4.4079
C  -3.7127  -1.4784  -4.9677
C  -4.3676  -1.3601  -6.1856
C  -5.0981  -2.4200  -6.6951
C  -5.1716  -3.6111  -5.9946
C  -4.5200  -3.7348  -4.7777
C  -3.7953  -2.6751  -4.2646
H  -0.1315  0.0959  -5.4919
H  -1.3338  -1.0019  -6.2246
H  0.9644  -2.0538  -5.9942
H  -0.3276  -2.9456  -5.1633
H  2.7553  -2.1609  -2.9417
H  2.8947  -1.7884  -4.6828
H  1.5465  -4.4415  -2.3851
H  1.7209  -6.8526  -2.8778
H  2.7226  -7.6130  -5.0002
H  3.5733  -5.9545  -6.6144
H  3.3997  -3.5562  -6.1274
H  -2.9276  0.5153  -5.1030
H  -3.3411  -0.0043  -3.4559
H  -4.3178  -0.4273  -6.7308
H  -5.6123  -2.3152  -7.6390
H  -5.7364  -4.4401  -6.3939
H  -4.5867  -4.6597  -4.2252
H  -3.2977  -2.7645  -3.3097
N  0.8380  4.5603  -5.6123
C  1.5175  5.4271  -6.4209
C  1.1390  6.1742  -7.5248
C  2.0947  7.0011  -8.0729
C  3.3885  7.0772  -7.5474
C  3.7776  6.3251  -6.4605
C  2.8279  5.4860  -5.8834
N  2.9065  4.6703  -4.7907
C  1.7176  4.1466  -4.6371
C  1.3201  3.2934  -3.5330
C  2.2554  2.7817  -2.6281
C  1.8195  2.0013  -1.5696
N  0.5408  1.6977  -1.3612
C  -0.3559  2.2224  -2.1908
C  -0.0220  3.0011  -3.2816
H  -0.1306  4.3076  -5.7030
H  0.1381  6.1219  -7.9264
H  1.8391  7.6106  -8.9265
H  4.0938  7.7510  -8.0088
H  4.7733  6.3869  -6.0527
H  3.3002  3.0075  -2.7683
H  2.5095  1.5984  -0.8432
H  -1.3926  2.0271  -1.9581
H  -0.8125  3.3886  -3.9058
Br  -5.0834  3.1664  0.5254
C  -3.7731  3.6214  1.8186
C  -4.1208  4.5303  2.8069
C  -3.1827  4.9067  3.7500
C  -1.8948  4.3982  3.6933
C  -1.5651  3.4752  2.7221
C  -2.5060  3.0573  1.7832
C  -2.0942  1.9608  0.8299
O  -2.6704  1.7802  -0.2401
O  -1.1207  1.2810  1.2663
H  -5.1204  4.9364  2.8384
H  -3.4589  5.6008  4.5284
H  -1.1550  4.7111  4.4132
H  -0.5761  3.0459  2.6759

Density functional theory data (ωB97M-V/def2-TZVPD) for C47H37F3N3SSbTeTi as an isolated structure.

Values from the calculation:
lowest unoccupied orbital energy (alpha / beta): -0.92 / -0.83 eV
2S+1: 3
orbital gap (alpha / beta): 5.262 / 6.554 eV
relative energy (zero: lowest compared OMol25 entry of this formula, charge and spin): 102.1 kJ/mol
E_HOMO (alpha / beta): -6.19 / -7.38 eV

Positions of all 94 atoms, in Å:
Ti  -0.7573  -1.8374  -1.3080
C  -1.0292  6.0187  -2.2668
C  -1.3351  4.6420  -1.6616
C  -2.8629  4.4025  -1.7859
C  -1.0131  4.7022  -0.1806
C  -0.6084  3.4732  -2.3687
C  0.3296  3.8351  -3.3134
C  0.9981  2.8241  -4.1657
C  0.4834  1.5627  -3.9652
S  0.7249  0.1126  -4.9428
C  -0.2799  -0.7946  -3.8742
N  -0.6502  -0.1728  -2.7816
C  -0.3239  1.1935  -2.8720
C  -0.8385  2.1238  -2.0722
C  -0.6686  -2.1492  -4.1554
C  -0.5714  -2.6855  -5.4914
C  -1.0902  -3.9319  -5.7478
C  -1.6323  -4.7208  -4.6648
C  -1.5983  -4.1956  -3.3893
C  -1.1839  -2.8840  -3.0875
H  -1.6746  6.7425  -1.7297
H  -1.1526  6.0548  -3.3644
H  0.0283  6.3124  -2.1520
H  -3.4098  5.4070  -1.5773
H  -3.2121  3.6251  -1.1190
H  -3.0910  4.1648  -2.8117
H  -1.6347  5.4614  0.2975
H  0.0708  5.0250  -0.0827
H  -1.1190  3.7015  0.3223
H  0.5009  4.8905  -3.4045
H  1.8197  3.1113  -4.8186
H  -1.4496  1.9546  -1.2569
H  -0.3293  -1.9172  -6.1699
H  -1.0842  -4.3144  -6.7431
H  -2.0357  -5.7303  -4.7876
H  -2.0592  -4.7905  -2.5557
N  5.3895  -4.8218  1.2483
C  4.3778  -4.6701  0.7333
C  3.1700  -4.0773  0.2599
C  3.2133  -3.3077  -0.8231
C  2.1045  -2.7416  -1.3466
N  0.8617  -2.9440  -0.8096
C  0.7900  -3.8125  0.2746
C  1.8642  -4.3431  0.7948
H  4.2181  -3.0653  -1.2520
H  2.1307  -2.2580  -2.2756
H  -0.2002  -3.8827  0.6233
H  1.9568  -4.9573  1.6303
Te  -3.5102  -1.8262  -0.2787
C  -3.1076  -2.3920  1.8039
C  -3.6180  -1.7522  2.9485
C  -3.5814  -2.3900  4.2297
C  -3.0601  -3.6668  4.3036
C  -2.5867  -4.3425  3.2329
C  -2.5855  -3.7129  1.9796
H  -4.1109  -0.7604  2.8776
H  -3.8338  -1.9630  5.2027
H  -2.9447  -4.1651  5.2609
H  -2.0825  -5.3205  3.3008
H  -2.3547  -4.3939  1.1730
F  5.8925  3.2145  0.4113
C  4.7071  2.5643  0.4289
C  4.2517  2.1743  1.6150
C  2.9706  1.5328  1.7708
C  2.2428  1.3394  0.5844
C  2.7306  1.7814  -0.6731
C  3.9908  2.4031  -0.7464
Sb  0.4516  0.0675  0.6404
C  -0.8524  1.3588  1.6961
C  -2.2463  1.3678  1.4860
C  -3.0402  2.3443  2.0439
C  -2.4726  3.3119  2.8104
F  -3.2115  4.2438  3.3861
C  -1.1093  3.3885  2.9071
C  -0.3100  2.4775  2.2619
C  1.2993  -1.0475  2.2644
C  0.4389  -1.3479  3.2851
C  0.8769  -2.0465  4.4246
C  2.1660  -2.5787  4.4277
F  2.4992  -3.2600  5.5135
C  3.0596  -2.3347  3.3624
C  2.6118  -1.4693  2.3364
H  4.8450  2.4694  2.4879
H  2.5949  1.2896  2.8352
H  2.1130  1.6870  -1.5243
H  4.3784  2.7629  -1.7268
H  -2.6821  0.4808  1.0358
H  -4.1173  2.3300  2.0046
H  -0.7105  4.2485  3.5121
H  0.7224  2.6423  2.4449
H  -0.5433  -0.9243  3.2992
H  0.2281  -2.2286  5.2731
H  4.0792  -2.7195  3.4720
H  3.3832  -1.1737  1.6058

Density functional theory data (ωB97M-V/def2-TZVPD) for C47H38F12N3O5PSnTe as an isolated structure.

Values from the calculation:
lowest unoccupied orbital energy: 4.07 eV
orbital gap: 5.309 eV
E_HOMO: -1.24 eV
charge: -2

Positions of all 108 atoms, in Å:
Sn  0.2869  0.0090  0.7834
C  -1.2722  -6.2987  4.3424
C  -0.5677  -5.2235  3.6402
C  0.6607  -4.6823  4.1129
C  1.1974  -3.4753  3.6803
C  0.6363  -2.7836  2.6130
N  1.0296  -1.4369  2.3784
C  1.6904  -0.6989  3.3147
C  1.1981  -0.7516  4.6665
C  1.8364  -0.0051  5.6774
C  2.9801  0.7126  5.3430
C  3.9510  1.3647  6.3320
C  3.3268  0.8979  4.0080
C  2.7304  0.1625  2.9416
C  3.2183  0.2904  1.4938
O  2.3117  -0.1068  0.5672
C  4.5742  -0.5648  1.3578
F  5.4941  -0.3997  2.3343
F  4.2508  -1.8679  1.4121
F  5.1155  -0.3545  0.1318
C  3.6056  1.8336  1.2165
F  3.4854  2.1612  -0.0859
F  4.8851  2.1772  1.6234
F  2.7579  2.6914  1.8408
C  -0.4047  -3.5098  1.9086
C  -1.0880  -4.6116  2.5007
C  -0.7241  -3.1493  0.4338
O  -0.7948  -1.8009  0.2594
C  0.3165  -3.7931  -0.5137
F  0.5295  -5.0738  -0.1332
F  0.0763  -3.7161  -1.7977
F  1.5341  -3.2173  -0.3585
C  -2.1212  -3.6350  0.0228
F  -2.2741  -4.9792  0.0352
F  -3.1094  -3.1540  0.8052
F  -2.4288  -3.1939  -1.2700
H  -1.2048  -7.2309  3.8012
H  -2.3556  -6.0627  4.4218
H  -0.8821  -6.4663  5.4116
H  1.1960  -5.2069  4.9018
H  2.1060  -3.0570  4.1137
H  0.3727  -1.3899  4.9090
H  1.4192  -0.0401  6.6743
H  4.9919  1.3118  6.0301
H  3.8579  0.9492  7.3227
H  3.7694  2.4860  6.3851
H  4.0955  1.6958  3.7666
H  -2.0183  -4.9429  1.9912
O  -2.7598  2.6839  -1.1483
C  -1.6243  2.8064  -1.7698
O  -0.4229  2.8989  -1.2580
C  -1.7491  2.7393  -3.3174
C  -2.8430  3.4529  -3.8316
C  -2.9132  3.7228  -5.2273
C  -1.8995  3.1723  -6.0553
C  -0.8561  2.3926  -5.5256
C  -0.7663  2.1320  -4.1329
P  0.4820  1.0758  -3.5585
C  2.1384  1.8825  -3.7383
C  3.1497  1.0438  -3.2212
C  4.4993  1.3824  -3.3774
C  4.8076  2.5346  -4.0640
C  3.8155  3.3804  -4.5632
C  2.4367  3.0925  -4.4425
C  0.5082  -0.2551  -4.7713
C  1.1405  -0.1582  -6.0283
C  1.2038  -1.2753  -6.8743
C  0.6190  -2.4623  -6.5051
C  0.0688  -2.5902  -5.1955
C  -0.0155  -1.4907  -4.3372
H  -3.5729  3.7035  -3.0743
H  -3.7110  4.3174  -5.6315
H  -1.8885  3.2885  -7.1023
H  -0.0656  1.9552  -6.1539
H  2.8733  0.1000  -2.7222
H  5.2889  0.7190  -3.0329
H  5.8588  2.8590  -4.1520
H  4.0973  4.2403  -5.1999
H  1.6669  3.7169  -4.8585
H  1.6602  0.7895  -6.3197
H  1.7999  -1.2833  -7.7739
H  0.6395  -3.3465  -7.1375
H  -0.2386  -3.5116  -4.7937
H  -0.4524  -1.5690  -3.3327
N  -5.6099  1.0995  -1.4259
C  -6.2677  0.3162  -0.4889
O  -7.2923  -0.3336  -0.8035
C  -5.6760  0.4195  0.8840
C  -6.2067  -0.5109  1.8039
C  -5.6624  -0.5487  3.0834
C  -4.6063  0.3318  3.3826
N  -4.0769  1.2057  2.5387
C  -4.6974  1.2930  1.3406
H  -5.8997  0.9911  -2.3878
H  -4.6107  1.4071  -1.3527
H  -7.1171  -1.0809  1.5988
H  -6.0012  -1.2311  3.8477
H  -4.1737  0.3700  4.3465
H  -4.4186  2.1438  0.7065
C  -0.2499  4.9175  1.1513
Te  -1.3261  3.0586  1.2154
C  -0.8352  2.6300  3.2690
H  -0.8943  5.7195  0.8306
H  0.4735  4.7336  0.3610
H  0.2612  5.2036  2.0848
H  -0.8944  3.5959  3.8221
H  0.1642  2.2893  3.3930
H  -1.6003  1.9770  3.6790

Density functional theory data (ωB97M-V/def2-TZVPD) for C47H39N18RbSe2 as an isolated structure.

Values from the calculation:
lowest unoccupied orbital energy: 0.12 eV
orbital gap: 7.403 eV
relative energy (zero: lowest compared OMol25 entry of this formula, charge and spin): 77.2 kJ/mol
E_HOMO: -7.29 eV

Positions of all 107 atoms, in Å:
Rb  -0.8068  0.7895  -0.2018
C  -1.5404  -2.0656  -4.1962
C  -2.2956  -3.2269  -4.0409
C  -2.6560  -3.6252  -2.7752
C  -2.2716  -2.8522  -1.6616
N  -1.5874  -1.7139  -1.8187
C  -1.2250  -1.3547  -3.0566
N  -2.5470  -3.3885  -0.4192
C  -2.5331  -2.7570  0.7105
N  -2.4492  -1.4233  1.0182
C  -2.5168  -1.3149  2.3923
N  -2.5300  -0.2971  3.1645
C  -2.2260  1.0320  3.1115
C  -3.1438  1.9294  3.7045
C  -2.7753  3.2317  3.9217
C  -1.4959  3.6495  3.5521
C  -0.6822  2.7307  2.9308
N  -1.0191  1.4528  2.6943
C  -2.6548  -2.6707  3.0044
C  -2.7510  -3.0866  4.3164
C  -2.8605  -4.4551  4.5475
C  -2.8723  -5.3618  3.4881
C  -2.7747  -4.9246  2.1696
C  -2.6662  -3.5652  1.9580
H  -1.2187  -1.7184  -5.1692
H  -2.5802  -3.8169  -4.9042
H  -3.2170  -4.5318  -2.5941
H  -0.6566  -0.4328  -3.1302
H  -4.1055  1.5450  4.0166
H  -3.4632  3.9208  4.3984
H  -1.1532  4.6589  3.7272
H  0.3056  3.0210  2.5905
H  -2.7409  -2.3685  5.1271
H  -2.9398  -4.8234  5.5630
H  -2.9611  -6.4209  3.6967
H  -2.7838  -5.6160  1.3363
Se  2.6894  5.1945  0.7359
Se  1.1274  4.8133  -0.9102
C  -0.5471  4.9592  0.0366
C  -0.8295  6.0493  0.8520
C  -2.1158  6.1794  1.3434
C  -3.0689  5.2319  1.0042
C  -2.6857  4.1788  0.1951
N  -1.4446  4.0309  -0.2784
C  3.0419  3.3572  1.2706
C  4.2546  3.0339  1.8655
C  4.4664  1.7082  2.2207
C  3.4800  0.7664  1.9731
C  2.3013  1.2059  1.3929
N  2.0899  2.4736  1.0526
H  -0.0627  6.7787  1.0707
H  -2.3742  7.0182  1.9789
H  -4.0862  5.3008  1.3653
H  -3.3949  3.4056  -0.0857
H  5.0092  3.7906  2.0366
H  5.4042  1.4130  2.6758
H  3.6253  -0.2799  2.2093
H  1.4833  0.5332  1.1887
N  -4.1699  0.1480  -0.8944
C  -3.9373  0.8499  -2.0173
N  -4.9779  1.0781  -2.8269
C  -4.6941  1.8215  -3.8906
N  -5.7191  2.1453  -4.7119
N  -3.4821  2.2967  -4.2220
C  -2.5261  1.9860  -3.3575
N  -2.6847  1.3032  -2.2351
C  -1.1341  2.4206  -3.7240
C  -0.9320  3.2372  -4.8309
C  0.3646  3.5759  -5.1781
C  1.4144  3.0822  -4.4218
C  1.1154  2.2810  -3.3311
N  -0.1258  1.9626  -2.9789
H  -5.0705  -0.2966  -0.8378
H  -3.4086  -0.2870  -0.3679
H  -6.5980  1.6817  -4.5711
H  -5.5046  2.5568  -5.6012
H  -1.7870  3.5801  -5.3938
H  0.5540  4.2114  -6.0340
H  2.4422  3.3171  -4.6638
H  1.9029  1.8767  -2.7040
C  1.2781  -2.8358  -0.8520
C  2.4108  -1.8880  -1.0697
N  2.3365  -0.5789  -1.0285
C  3.6020  -0.1118  -1.3167
C  4.4497  -1.1468  -1.5350
N  3.6872  -2.2853  -1.3669
C  4.2084  -3.6273  -1.3540
N  5.1259  -3.8118  -0.2533
N  6.4135  -4.1542  -0.5048
N  7.0650  -4.1974  0.5932
C  6.2042  -3.8604  1.6200
C  6.4336  -3.7437  2.9935
C  5.3721  -3.3602  3.7789
C  4.1031  -3.0940  3.2213
C  3.8619  -3.2064  1.8704
C  4.9467  -3.6038  1.0802
H  0.4544  -2.3105  -0.3747
H  1.5543  -3.6881  -0.2299
H  0.9013  -3.2199  -1.8030
H  3.8282  0.9434  -1.3222
H  5.5021  -1.1900  -1.7624
H  4.7781  -3.8370  -2.2557
H  3.3763  -4.3234  -1.2870
H  7.4124  -3.9477  3.4067
H  5.5038  -3.2558  4.8478
H  3.2946  -2.7926  3.8750
H  2.8855  -2.9934  1.4576